6 unconnected molecules or ions with the total composition C4H21N2O7, computed with ωB97M-V/def2-TZVPD.

Highest occupied orbital energy in eV: -5.18
Kohn-Sham gap in eV: 8.41
Total charge: -1
ΔE to the lowest compared entry with this formula, charge and spin in kJ/mol: 0.0
2S+1: 1
Energy in eV: -21802.223

Element x y z (Å)
O: -1.295 -0.421 2.689
H: -1.135 2.194 2.767
H: -3.007 0.827 -0.562
H: 3.023 0.091 0.406
H: 1.343 -0.151 -2.019
H: -0.197 -1.434 0.878
H: 1.793 2.837 2.195
O: 2.203 -2.632 -2.651
O: -1.488 0.320 0.232
C: 0.977 -1.754 -0.638
H: -3.152 1.344 -2.124
H: -0.923 2.957 1.389
H: -1.415 1.770 -0.099
H: -1.446 -0.789 -1.697
H: 2.458 -1.708 -2.636
O: -0.627 2.901 2.362
H: 3.373 -1.060 -0.791
H: 0.161 -2.530 -2.507
H: -1.193 -0.130 1.721
O: -3.555 0.866 -1.392
H: 1.652 -2.264 0.078
H: -1.972 3.192 -0.337
O: 2.360 2.444 2.879
H: -1.587 -1.328 2.747
C: 1.520 -0.313 -0.940
O: -1.127 2.771 -0.117
H: 0.877 -3.711 -1.465
C: -1.437 -0.849 -0.596
H: 1.615 2.071 3.365
N: -0.373 -1.745 -0.066
C: 1.013 -2.686 -1.843
N: 2.950 -0.172 -0.565
H: 0.936 0.471 -0.452
H: -2.324 -1.380 -0.212

Atomic forces in eV per Å
O 0.61 0.56 0.34
H -0.07 -0.23 -0.12
H 0.40 0.06 -0.95
H 0.19 -0.34 0.12
H 0.43 0.26 0.11
H -0.47 -0.09 0.27
H 0.41 0.19 -0.17
O -0.16 -0.06 0.78
O 0.28 -0.04 -1.77
C -0.13 0.64 -0.18
H 0.43 -0.05 0.67
H 0.48 -0.36 1.08
H 1.11 -0.02 0.17
H 0.24 0.41 0.40
H 0.20 0.20 -0.31
O 0.00 0.48 -0.24
H 0.54 0.03 0.63
H -0.25 0.35 0.00
H -0.83 -0.23 0.35
O -1.08 0.01 0.09
H -0.31 0.63 0.11
H 0.32 0.22 -0.02
O -0.70 0.07 -0.33
H -0.12 -0.13 -0.35
C 0.30 -0.65 0.01
O -1.24 -0.04 -0.85
H 0.31 0.24 -0.19
C -0.35 -0.46 3.19
H 0.17 -0.29 0.47
N 0.94 -0.56 -0.52
C -0.48 -0.60 -0.47
N -0.95 0.36 -1.27
H -0.04 -0.33 0.17
H -0.20 -0.20 -1.20

Atomic partial charges in e from the Mulliken method, atoms 1 to 2:
1 O -0.78
2 H 0.26


C2H2N2O in the gas phase, computed with ωB97M-V/def2-TZVPD.

Highest occupied orbital energy in eV: -10.04
Kohn-Sham gap in eV: 8.75
Total charge: 0
ΔE to the lowest compared entry with this formula, charge and spin in kJ/mol: 486.3
2S+1: 1
Energy in eV: -7128.804

Element x y z (Å)
O: 0.592 2.056 0.472
C: 0.060 -0.111 0.999
N: 0.452 -1.813 -0.376
N: 0.851 -0.904 0.404
H: -0.578 -1.688 -0.300
H: -1.102 1.229 -0.333
C: -0.182 1.150 0.292

Atomic forces in eV per Å
O -0.35 0.21 -0.28
C 0.82 0.63 0.65
N -0.14 -0.50 -0.08
N -1.40 0.34 0.00
H 0.34 -1.18 -0.88
H 0.23 -0.19 0.15
C 0.50 0.69 0.44

Atomic partial charges in e from the Mulliken method, atoms 1 to 2:
1 O -0.41
2 C -0.06


A gas-phase ion, C5H7N2O4P (charge -2), computed with ωB97M-V/def2-TZVPD.

Highest occupied orbital energy in eV: -0.11
Kohn-Sham gap in eV: 5.91
Total charge: -2
Structure (SMILES): Cc1noc(OP(=N)([O-])[O-])c1C
ΔE to the lowest compared entry with this formula, charge and spin in kJ/mol: 195.3
2S+1: 1
Energy in eV: -25757.124

Element x y z (Å)
C: -0.276 -0.104 -0.404
H: 1.214 1.027 1.287
O: 4.269 0.159 0.249
O: 2.629 2.068 -0.413
H: -3.202 -0.622 -0.419
O: 0.684 -2.145 -0.126
H: 0.274 1.629 -1.316
O: 2.030 -0.461 -0.945
C: -0.657 1.244 -0.839
C: 0.923 -0.792 -0.502
C: -2.607 -0.857 0.416
C: -1.107 -1.059 0.183
H: -1.437 1.267 -1.555
P: 2.946 0.806 0.389
H: -3.121 -1.746 0.815
N: 1.979 0.427 1.591
H: -2.928 -0.263 1.235
N: -0.612 -2.282 0.258
H: -1.001 1.705 0.098

Atomic forces in eV per Å
C -0.17 -2.18 0.47
H -0.52 0.08 0.69
O 0.92 0.03 0.49
O 0.42 -0.54 0.82
H -0.33 0.73 -1.41
O 1.38 1.34 -0.61
H -0.70 0.62 0.78
O 0.97 -0.31 -0.45
C 1.86 0.10 0.82
C -1.05 -1.01 -0.74
C 0.37 -2.06 1.31
C -2.36 -0.56 -0.68
H -1.06 -0.13 -0.80
P -0.69 0.57 -1.48
H 0.69 -0.72 -0.48
N 0.65 0.64 0.27
H 0.42 1.73 0.66
N -1.05 0.66 0.89
H 0.28 1.03 -0.53

Atomic partial charges in e from the Mulliken method, atoms 1 to 2:
1 C 0.40
2 H 0.30


A molecular structure, C24H32NOPPdS2Si, computed with ωB97M-V/def2-TZVPD.

Highest occupied orbital energy (spin up / spin down) in eV: -13.26 / -14.81
Kohn-Sham gap (spin up / spin down) in eV: 7.57 / 5.72
Total charge: +2
⟨S²⟩: 6.018
ΔE to the lowest compared entry with this formula, charge and spin in kJ/mol: 0.0
2S+1: 5
Energy in eV: -71245.736

Element x y z (Å)
H: 1.291 -4.222 -1.465
H: -2.824 -1.627 -1.519
C: -1.051 2.092 0.477
H: -2.189 3.914 -4.163
C: 0.208 -0.193 4.602
H: -2.575 1.023 -0.618
H: -0.631 0.647 6.381
C: -0.731 -0.625 2.437
H: -1.590 3.923 3.274
H: 4.811 -1.586 -3.078
C: -2.200 -2.366 -2.027
C: 0.080 -0.131 6.095
H: 1.033 0.083 6.573
H: 2.391 0.275 2.055
H: -1.361 -4.698 0.291
C: -0.408 1.707 -2.308
C: 1.398 0.121 3.952
H: -0.304 -1.074 6.485
C: -0.610 0.944 -4.585
P: 0.230 1.555 -0.630
S: 2.850 -0.510 -1.665
Si: -0.696 -2.817 -1.064
C: 5.453 -2.028 -2.321
H: -0.399 0.206 -5.348
H: 0.239 3.234 1.787
H: -2.791 -3.282 -2.146
C: -1.348 2.077 -4.895
C: -3.379 2.031 1.094
Pd: 0.661 -0.865 -0.307
H: -3.900 3.163 2.841
H: -1.998 -3.205 1.001
H: -4.393 1.706 0.905
S: 2.732 -2.217 0.550
H: 2.370 2.440 -1.239
H: -0.091 -4.662 -2.488
C: -1.617 3.029 -3.918
C: -0.874 -0.562 3.804
H: -1.717 2.222 -5.903
H: 0.902 -3.261 -2.912
C: -3.099 2.851 2.183
C: -2.357 1.646 0.243
C: -1.155 2.847 -2.626
C: 3.589 -1.795 -0.839
H: 2.105 2.600 0.506
H: -0.297 -3.660 1.250
C: 1.636 2.681 -0.473
C: -0.770 2.895 1.585
H: 0.437 -0.132 -3.064
C: 1.475 0.033 2.578
C: -0.140 0.757 -3.293
H: 1.273 3.698 -0.628
N: 0.428 -0.343 1.828
H: -1.563 -0.890 1.797
C: -1.120 -3.655 0.535
H: 6.230 -1.337 -2.011
C: 0.481 -3.822 -2.075
H: 5.881 -2.958 -2.674
C: -1.799 3.280 2.429
H: 2.270 0.430 4.514
H: -1.377 3.589 -1.867
H: -1.831 -0.803 4.250
H: -1.948 -1.988 -3.020
O: 4.681 -2.386 -1.132

Atomic forces in eV per Å
H 0.00 -0.03 -0.06
H -0.03 -0.05 -0.05
C -0.07 -0.06 0.05
H 0.01 -0.02 0.00
C 0.00 0.01 0.17
H 0.00 0.03 0.00
H 0.01 -0.01 -0.02
C 0.05 0.08 -0.12
H -0.01 -0.01 -0.02
H -0.07 -0.01 0.01
C -0.22 0.24 -0.14
C 0.00 0.01 -0.08
H 0.00 0.00 -0.01
H 0.04 -0.06 -0.03
H -0.01 0.04 0.06
C -0.05 0.08 0.02
C 0.04 0.06 0.02
H 0.01 0.00 -0.01
C -0.01 0.03 0.00
P 0.07 0.11 -0.46
S -0.02 -0.01 0.05
Si -0.27 -0.49 -0.15
C -0.01 0.00 0.05
H -0.01 0.01 0.02
H -0.02 0.02 -0.03
H -0.01 0.07 -0.03
C 0.00 0.01 0.02
C 0.01 -0.01 0.02
Pd 0.06 0.61 0.47
H 0.02 -0.01 -0.01
H 0.03 -0.06 0.03
H 0.02 0.01 0.01
S -0.02 -0.05 0.09
H 0.00 0.01 -0.02
H 0.08 0.01 0.00
C 0.00 -0.01 -0.03
C -0.10 0.02 0.03
H 0.01 0.00 0.02
H 0.00 -0.07 -0.01
C -0.02 -0.01 0.00
C -0.03 0.02 0.02
C -0.02 -0.01 -0.02
C -0.03 0.19 0.06
H 0.00 0.01 0.01
H -0.03 -0.06 0.02
C 0.01 -0.07 0.07
C -0.05 -0.02 0.05
H -0.03 -0.01 0.02
C -0.22 0.05 0.00
C 0.03 -0.01 -0.01
H 0.04 0.03 0.00
N 0.39 -0.23 0.05
H 0.01 -0.06 -0.01
C -0.05 -0.03 0.22
H 0.02 0.04 0.03
C 0.25 -0.07 -0.15
H 0.03 -0.04 0.01
C 0.03 -0.03 0.00
H -0.01 -0.02 -0.02
H 0.00 -0.02 -0.01
H 0.02 -0.01 -0.02
H -0.06 -0.01 0.02
O 0.18 -0.17 -0.21

Atomic partial charges in e from the Mulliken method, atoms 1 to 2:
1 H 0.30
2 H 0.30